Computed, not measured: a structure of composition C24H24N7OSSeY, with wB97M-V/def2-TZVPD.

The geometry in XYZ format:
```
59
Properties=species:S:1:pos:R:3:mulliken_charge:R:1
Y -0.535 -1.178 0.061 0.8052
S -1.328 -2.383 2.507 -0.5594
C -0.798 -0.845 3.130 0.5182
N -1.419 -0.312 4.135 -0.8735
N -0.871 0.967 4.498 0.2209
C -1.525 2.103 4.049 0.6092
C -2.259 2.116 2.856 -0.3362
C -2.841 3.295 2.420 -0.7223
C -2.722 4.478 3.141 -0.5008
C -2.001 4.464 4.329 -0.3546
C -1.415 3.295 4.781 -0.7307
N 0.361 -0.252 2.579 -0.3217
N 0.171 0.604 1.578 0.2758
C 1.230 1.471 1.400 0.0120
C 1.508 1.960 0.114 -0.1534
C 2.522 2.879 -0.077 -0.6597
C 3.281 3.338 0.998 -0.3236
C 3.006 2.856 2.275 -0.7023
C 1.996 1.934 2.483 -0.0089
H -0.735 0.994 5.498 0.2990
H -2.359 1.215 2.268 0.4660
H -3.392 3.281 1.487 0.4049
H -3.176 5.393 2.781 0.3599
H -1.892 5.374 4.910 0.3386
H -0.848 3.296 5.708 0.2595
H 0.938 1.582 -0.729 0.1904
H 2.731 3.232 -1.080 0.4059
H 4.074 4.060 0.843 0.3686
H 3.580 3.215 3.123 0.3291
H 1.753 1.559 3.468 0.4685
C 2.002 -2.825 -2.968 -0.8389
N 1.189 -3.825 -2.291 0.3639
C 0.299 -4.694 -2.875 -0.3707
C -0.297 -5.388 -1.879 -0.3682
N 0.239 -4.931 -0.696 0.2534
C -0.117 -5.371 0.640 -0.5543
C 1.174 -3.979 -0.947 -0.6111
Se 2.106 -2.994 0.296 -0.1876
H 1.808 -2.903 -4.038 0.3200
H 3.057 -3.009 -2.759 0.3204
H 1.690 -1.826 -2.595 0.0840
H 0.123 -4.708 -3.935 0.3949
H -1.080 -6.123 -1.911 0.3997
H -0.949 -6.067 0.556 0.2856
H -0.398 -4.520 1.262 0.0221
H 0.738 -5.860 1.108 0.3180
N 0.521 -0.662 -2.056 -0.4577
C 0.023 -0.092 -3.154 0.0763
C -1.395 0.151 -3.299 -0.4327
C -1.910 0.706 -4.453 -0.5521
C -1.072 1.091 -5.510 -0.3793
C 0.307 0.891 -5.398 -0.3585
C 0.846 0.298 -4.269 -0.5385
H -2.027 -0.141 -2.461 0.5411
H -2.982 0.871 -4.531 0.3400
H -1.488 1.545 -6.404 0.3040
H 0.962 1.193 -6.212 0.2999
H 1.916 0.141 -4.188 0.3142
O -2.319 -0.961 -0.569 -1.0725
```

lowest unoccupied orbital energy (alpha / beta) = 3.6772 / 3.6807 eV
energy = -114977.4879 eV
maximum force = 4.286 eV Å⁻¹
net charge = -2
relative energy (zero: lowest compared OMol25 entry of this formula, charge and spin) = 2.1475 eV